ORCA calculation (ωB97M-V/def2-TZVPD) on a 2-piece molecular cluster, C18H20N2O4S2 overall in a non-equilibrium geometry.

Properties
E_tot: -1904.6547 hartree
HOMO: -0.29775 Eh
max |F|: 1.7 eV/Å
SMILES string: C=C(S(=O)(=O)c1ccccc1)S(=O)(=O)c1ccccc1.CC1=NCCN1
orbital gap: 8.4163 eV

```
46
Properties=species:S:1:pos:R:3:forces:R:3
S -1.40710 0.55924 1.20331 -0.170 -0.145 -0.616
S 1.41469 0.41136 2.54900 0.617 -0.967 -0.939
O -0.67004 -0.26112 0.26280 -0.110 0.590 0.569
O 2.17170 0.75851 1.35769 -0.562 0.118 0.921
O -2.13845 1.72171 0.75314 0.169 -0.251 0.292
O 1.94862 0.69592 3.85919 -0.374 0.107 -0.289
N 3.22284 5.46193 1.76803 0.516 1.122 0.248
N 1.56707 4.00222 1.98026 0.115 1.334 0.563
C -3.82740 -0.05897 2.45845 0.217 -0.132 0.250
C -4.58362 -2.32549 2.86273 0.121 0.080 -0.116
C -2.50095 -1.94104 1.69820 0.265 -0.015 0.308
C 0.66165 -3.53530 3.18242 0.106 0.122 0.046
C 1.64311 5.88365 3.61960 -0.282 -0.146 0.088
C 3.52567 4.53147 0.70548 0.349 0.049 -0.106
C -4.78689 -0.94440 2.96002 0.230 0.038 -0.179
C -0.22424 1.19512 2.44314 0.145 -0.384 -0.719
C 1.07658 -4.11014 1.97742 -0.045 0.095 0.044
C 1.72856 -1.94030 1.14580 -0.119 -0.063 -0.132
C 2.34800 3.57568 0.81551 -0.061 -0.656 -0.095
C 2.11531 5.08040 2.45644 -0.189 -1.356 -1.089
C 0.79101 -2.15817 3.37815 -0.207 0.007 -0.322
C -3.45224 -2.82488 2.21179 -0.037 0.340 -0.082
C 1.26864 -1.37144 2.33140 -0.206 0.012 0.604
C -0.29488 2.46800 2.85900 -0.231 -1.169 0.457
C -2.65156 -0.56856 1.89794 -0.057 0.146 0.001
C 1.62662 -3.31900 0.96625 0.003 0.261 0.226
H -1.17226 3.05705 2.63336 0.049 0.112 -0.079
H 3.57564 5.00859 -0.27398 0.184 0.109 0.062
H 4.45137 3.98936 0.91558 0.147 0.227 -0.175
H 2.72380 2.56036 0.99316 -0.407 0.577 -0.332
H -3.97935 1.01850 2.49918 0.042 -0.243 0.049
H 3.77178 6.27800 1.98977 -0.125 -0.230 -0.036
H 0.51002 -1.67988 4.31599 -0.008 -0.189 -0.178
H 0.24248 -4.14942 3.98180 0.181 0.121 -0.278
H 2.15372 -1.31001 0.36766 -0.232 -0.110 0.236
H -5.69644 -0.54762 3.41471 0.284 -0.158 -0.132
H 2.36955 6.65184 3.88546 -0.084 -0.045 0.031
H 0.50074 2.88197 3.46130 -0.318 -0.167 0.075
H -5.32192 -3.01527 3.27213 0.167 0.193 -0.114
H 1.98175 -3.74810 0.02859 -0.146 -0.007 0.322
H 0.97824 -5.18384 1.82662 0.014 0.207 0.063
H -1.63527 -2.31731 1.15584 -0.107 0.129 0.188
H 0.68693 6.35672 3.37642 0.162 -0.008 0.037
H 1.47821 5.22826 4.47876 0.054 0.116 -0.072
H 1.72259 3.57160 -0.09081 0.086 -0.052 0.317
H -3.29596 -3.89569 2.07831 -0.147 0.281 0.083
```
Positions in Å, forces in eV/Å.

***

ORCA calculation (ωB97M-V/def2-TZVPD) on one molecule with the formula C18H20N2O6 in a non-equilibrium geometry.

Properties
E_tot: -1258.7695 hartree
HOMO: -0.30084 Eh
max |F|: 1.4 eV/Å
SMILES string: COc1ccc(C(=O)O/N=C(\N)c2ccc(OC)c(OC)c2)c(OC)c1
orbital gap: 8.9654 eV

```
46
Properties=species:S:1:pos:R:3:forces:R:3
O 6.63932 -0.37368 0.31715 -0.402 -0.166 -0.142
O -0.96661 -0.08379 -0.21003 0.033 0.220 -0.820
O -4.31136 2.28194 -0.80834 -0.240 -0.173 0.262
O -1.51903 1.79964 0.92384 -0.035 -0.429 -0.039
O -7.06197 -1.28120 0.20443 0.160 0.313 -0.095
O 5.00199 -2.08985 -0.71365 0.135 0.371 0.175
N 0.82094 2.21115 -0.34544 -0.077 0.365 -0.072
N 0.42715 -0.10783 -0.01791 0.405 -1.113 0.815
C -5.77625 -0.84777 0.20011 0.211 0.265 -0.080
C -3.20422 0.28113 0.14548 0.059 -0.006 -0.039
C -5.57454 0.45291 -0.23831 -0.016 -0.008 0.054
C 5.33971 0.01643 0.26376 0.009 -0.120 -0.031
C 2.61933 0.62783 0.04092 0.474 0.061 0.117
C 4.84823 1.22802 0.71784 0.320 -0.132 -0.014
C -4.67182 -1.61060 0.58073 -0.206 -0.242 0.085
C 4.15603 -3.07617 -1.25379 -0.153 -0.162 -0.098
C -3.41954 -1.04039 0.54375 -0.110 0.172 -0.102
C 4.44278 -0.92157 -0.30360 0.125 0.025 0.041
C 1.17762 0.92633 -0.08964 -0.597 0.671 -0.257
C -7.32685 -2.60007 0.62124 -0.040 -0.240 0.077
C -4.30901 1.03489 -0.28343 -0.195 -0.283 0.017
C 7.58258 0.50883 0.87198 0.154 0.174 0.103
C 3.49902 1.53424 0.60806 -0.336 -0.113 -0.125
C 3.10335 -0.60420 -0.40571 0.146 -0.062 -0.037
C -1.81860 0.78548 0.32083 -0.121 0.631 0.519
C -3.11714 2.93823 -1.15892 0.321 0.372 -0.069
H -4.77716 -2.63084 0.91067 -0.036 -0.089 0.041
H -3.41730 3.75964 -1.80966 0.051 -0.101 -0.007
H -0.09974 2.49977 -0.02880 0.187 -0.125 0.046
H -2.60652 3.33766 -0.27872 -0.108 -0.053 -0.174
H 5.50889 1.95043 1.16977 0.104 0.021 0.032
H 4.80274 -3.92148 -1.48355 -0.090 0.037 -0.001
H -6.41911 1.03737 -0.56391 -0.109 0.074 -0.074
H 3.67035 -2.73052 -2.17198 0.006 -0.007 0.042
H -2.56536 -1.62204 0.85455 0.061 -0.048 0.010
H 8.53975 -0.00571 0.80514 -0.048 0.076 0.026
H 2.39079 -1.29150 -0.82722 -0.016 -0.138 -0.064
H 1.54592 2.90679 -0.28438 -0.007 -0.117 -0.083
H 7.36244 0.72676 1.92234 -0.004 -0.001 -0.049
H 3.39116 -3.38661 -0.53525 0.018 0.019 -0.028
H -8.40627 -2.72072 0.54509 0.087 -0.037 0.021
H -6.83482 -3.33275 -0.02608 -0.011 0.035 0.034
H 7.63700 1.44725 0.31001 -0.018 -0.036 0.029
H -2.43859 2.27337 -1.70321 -0.036 0.027 -0.018
H -7.01732 -2.76377 1.65820 -0.002 0.007 -0.050
H 3.15204 2.47696 1.00564 -0.053 0.065 0.021
```
Positions in Å, forces in eV/Å.

***

ORCA calculation (ωB97M-V/def2-TZVPD) on one molecule with the formula C18H20N4O2 in a non-equilibrium geometry.

Properties
E_tot: -1067.2764 hartree
HOMO: -0.29076 Eh
max |F|: 1.6 eV/Å
SMILES string: O=[N+]([O-])c1ccc(/C=N/N2CCN(Cc3ccccc3)CC2)cc1
orbital gap: 7.4984 eV

```
44
Properties=species:S:1:pos:R:3:forces:R:3
O 7.76314 1.98929 -1.07572 0.044 0.050 -0.053
O 8.32380 1.14303 0.82046 0.081 0.009 0.046
N 0.34307 -1.37101 -0.49869 -0.556 -0.219 0.150
N -2.30474 -0.98724 0.13985 -0.019 -0.228 0.081
N 7.52568 1.32926 -0.08036 0.866 0.391 -0.074
N 1.53781 -0.85776 -0.52364 0.736 0.308 -0.104
C -5.73718 2.17761 -0.57088 -0.085 0.093 -0.029
C 3.71473 -0.41866 0.26650 0.872 0.465 -0.141
C 2.41748 -1.02374 0.40029 -0.943 -0.542 0.322
C -1.72611 -2.28706 0.39818 0.115 0.018 0.022
C 4.67703 -0.59579 1.27133 -0.411 0.006 -0.304
C -4.25172 0.46562 0.23662 -0.109 0.000 -0.053
C 4.04694 0.35454 -0.85719 -0.101 -0.204 0.278
C -5.15491 3.09668 0.28360 -0.074 0.080 -0.042
C -5.28451 0.86915 -0.59637 0.046 -0.086 0.042
C -1.81155 -0.37588 -1.09122 0.200 0.264 -0.175
C -4.11988 2.70188 1.11572 0.039 0.028 0.070
C -0.53503 -1.05808 -1.59404 -0.355 0.076 -0.193
C -3.75123 -0.95452 0.22993 0.046 -0.057 0.114
C -3.67377 1.39383 1.09432 -0.028 -0.014 -0.005
C 5.92341 -0.02603 1.16200 0.461 0.310 -0.215
C -0.22485 -2.11450 0.60806 0.219 -0.122 0.142
C 5.28964 0.92625 -0.97354 0.442 0.115 0.107
C 6.23266 0.73690 0.03754 -1.404 -0.679 0.191
H 0.26594 -3.09263 0.69981 0.011 0.034 0.075
H -1.92404 -3.01947 -0.40427 -0.006 0.008 0.087
H -6.54476 2.47895 -1.22182 -0.059 0.032 -0.054
H 4.43184 -1.18773 2.14103 -0.015 -0.056 0.085
H -1.60966 0.67992 -0.88167 -0.030 -0.042 -0.183
H -0.05647 -1.55108 1.53412 0.003 -0.050 0.000
H -4.23015 -1.51565 -0.59373 0.014 0.046 0.073
H -0.78768 -1.97966 -2.13321 0.011 0.108 -0.040
H -3.66214 3.41634 1.78416 0.038 0.054 0.056
H -2.86591 1.07843 1.73708 0.120 -0.027 0.063
H 5.55913 1.52222 -1.83217 -0.015 0.009 -0.025
H -2.16327 -2.68249 1.31831 0.057 -0.032 -0.078
H -5.50636 4.11763 0.30217 -0.023 0.084 -0.005
H -4.03583 -1.43469 1.17249 -0.015 -0.051 -0.088
H 3.30199 0.48623 -1.62488 -0.021 0.048 -0.096
H 2.24151 -1.61017 1.30310 -0.123 -0.038 -0.075
H -2.56807 -0.42109 -1.88911 0.038 0.005 0.018
H 0.00420 -0.39969 -2.27493 -0.060 -0.106 0.058
H 6.67204 -0.15503 1.92875 0.007 -0.009 0.019
H -5.74221 0.15591 -1.26798 -0.014 -0.079 -0.068
```
Positions in Å, forces in eV/Å.

***

ORCA calculation (ωB97M-V/def2-TZVPD) on one molecule with the formula C18H20N4O3 in a non-equilibrium geometry.

Properties
E_tot: -1142.6393 hartree
HOMO: -0.27521 Eh
max |F|: 1.9 eV/Å
SMILES string: CC1=C(C#N)C(=O)N(CCCO)C(=O)/C1=N\c1ccc(N(C)C)cc1
orbital gap: 5.9840 eV

```
45
Properties=species:S:1:pos:R:3:forces:R:3
O -4.16526 0.82269 -1.47505 0.254 -0.236 -0.205
O -1.07252 2.24880 -2.72827 0.426 -0.347 -0.148
O -0.16852 1.30998 0.57899 -0.240 -0.208 -0.191
N 0.67581 -1.25269 -0.39840 -1.526 -0.219 -1.164
N -2.15850 1.04552 -0.44232 -0.185 0.036 0.347
N 4.47781 -0.56580 3.56122 0.123 0.018 0.132
N -4.11846 -2.03717 -3.51645 -0.148 -0.155 -0.190
C -0.48173 -0.71765 -0.62608 1.139 -0.024 0.524
C 3.53040 -0.72516 2.59818 -0.136 -0.045 -0.243
C -3.41947 -1.49886 -2.78338 -0.394 -0.240 -0.333
C 2.91701 -1.20540 0.30791 -0.539 0.087 0.056
C -1.90526 3.28720 -2.26013 -0.164 0.570 0.204
C 5.85142 -0.93716 3.32782 0.081 0.018 -0.180
C 3.87777 -1.03730 1.26842 0.270 0.078 0.197
C 1.55080 -1.00311 0.58974 1.151 0.313 1.164
C 2.15747 -0.60328 2.89683 0.076 0.073 0.188
C -0.83070 -2.64191 -2.20041 -0.033 0.059 -0.169
C 1.20208 -0.71274 1.92428 0.024 -0.117 -0.485
C 4.14789 0.00783 4.84277 -0.175 -0.054 0.103
C -3.05079 0.38470 -1.27973 -0.140 0.163 0.241
C -2.54643 2.36910 0.02815 0.019 0.491 0.178
C -1.82656 3.47937 -0.74275 -0.099 -0.330 -0.212
C -0.90531 0.60168 -0.08665 0.120 0.419 0.333
C -2.54832 -0.85330 -1.88068 1.036 -0.155 0.410
C -1.31918 -1.36914 -1.59701 -1.003 -0.137 -0.666
H 0.22595 -2.54715 -2.43870 0.003 -0.057 -0.009
H -0.92812 -3.45194 -1.47745 0.034 -0.040 0.037
H -3.62561 2.44700 -0.11362 0.200 -0.028 0.092
H 3.46106 0.84610 4.72077 -0.003 0.012 0.053
H 0.15851 -0.64101 2.18983 -0.055 0.042 0.039
H 1.84087 -0.43872 3.91394 -0.015 0.026 0.098
H 5.90614 -1.89780 2.81399 0.056 -0.001 -0.001
H 3.68966 -0.72980 5.51082 -0.030 0.071 0.076
H 6.37878 -0.18651 2.72892 0.082 -0.051 -0.022
H -1.40069 -2.89740 -3.08954 -0.018 -0.026 -0.004
H 6.36332 -1.03752 4.28267 -0.013 -0.002 -0.028
H -2.91789 3.00655 -2.55844 0.032 0.099 -0.003
H 3.19855 -1.43229 -0.70892 0.021 -0.121 -0.088
H -0.77680 3.50282 -0.43904 -0.040 0.125 -0.010
H -1.64344 4.23127 -2.75974 -0.121 -0.108 0.040
H -0.16495 2.44312 -2.46553 -0.067 0.004 -0.057
H 5.05476 0.38177 5.31378 -0.025 -0.006 -0.013
H -2.28325 4.43286 -0.47586 0.015 0.060 0.026
H -2.30118 2.44071 1.09076 -0.096 -0.042 -0.117
H 4.91391 -1.13363 0.98771 0.100 -0.018 -0.002
```
Positions in Å, forces in eV/Å.